Record 1
Molecular formula: C44H49NO6P
Method: DFT, ωB97M-V/def2-TZVPD

Calculated values
E_tot (eV): -69483.5886
Orbital gap (eV): 4.11

Structure (ORCA input):
```
! RIJCOSX wB97M-V def2-TZVPD def2/J DEFGRID3
* xyz -1 1
H 1.554 -1.463 -2.456
C 5.357 1.611 -6.543
C -8.292 1.696 6.453
H -2.297 -1.286 3.840
H 0.873 5.646 6.269
C 0.807 4.092 4.801
C -6.824 1.554 6.682
C 4.550 -0.523 -0.180
C -6.243 0.184 6.684
H 3.396 -3.760 -6.307
H 5.371 -1.200 -0.409
H 3.339 -1.929 -1.297
O -9.194 -1.758 5.928
C -1.369 1.001 4.860
H 5.186 -4.141 -3.284
H 0.993 0.879 0.845
H 5.329 -2.412 -2.623
C -1.578 -0.813 3.184
H 1.785 -3.247 -6.567
H 4.039 1.694 -5.008
H 1.027 -3.465 -4.499
H 2.841 1.971 -8.810
C 2.887 1.246 -6.746
C 0.275 0.411 1.506
N 6.041 -0.096 -4.470
C -0.983 0.383 3.565
C 2.493 -4.899 -4.262
C -11.013 2.001 5.996
H 5.208 -1.015 -6.506
C 0.219 2.893 4.419
H 6.771 -0.789 -4.392
H 1.565 4.537 4.172
H -11.057 -0.128 5.741
H -0.877 4.625 7.689
C -1.253 -1.390 1.968
C -8.501 -0.791 6.171
C -4.885 0.026 6.923
H -10.669 4.097 6.317
C 0.626 2.261 3.128
H 2.702 2.326 -6.644
H 5.490 -3.227 -5.523
C -10.223 3.112 6.276
C -9.087 0.580 6.189
H 5.881 0.900 -7.175
H -8.246 3.820 6.713
O -2.173 0.463 5.597
C 5.245 -3.073 -3.482
C -7.050 -0.938 6.464
O 2.324 -0.126 -1.029
O 3.727 -0.670 -3.656
C -0.332 -0.775 1.127
C -4.334 -1.244 6.965
H -1.719 -2.320 1.671
O 1.471 2.776 2.431
H 4.664 0.365 -0.800
H 4.972 2.389 -7.222
H 2.020 -1.092 -5.723
H 2.982 1.129 -3.027
C 0.416 4.710 5.976
C -1.143 2.932 6.409
C 3.200 -1.152 -0.550
H -12.073 2.123 5.815
H 6.002 2.120 -5.840
C 2.650 -3.081 -5.907
H -1.903 2.478 7.030
H 1.986 0.510 -8.554
C -0.044 0.993 2.727
C 2.641 0.159 -3.428
H 2.747 -1.541 0.368
H -7.122 -3.073 6.353
H 2.982 -1.424 -7.133
H -4.710 -3.352 6.813
C 2.116 -3.503 -4.519
C -10.447 0.739 5.953
H 2.590 -2.919 -3.732
C -5.140 -2.360 6.769
H 3.369 -6.955 -4.152
H 4.467 -0.583 -8.371
H 1.946 0.853 -6.362
C 2.916 1.018 -8.282
C 4.055 0.236 -8.952
H 4.860 0.910 -9.243
H 3.685 -0.184 -9.892
C 4.111 0.989 -5.842
C 1.772 -0.403 -2.306
P 4.533 -0.818 -5.239
O -6.130 2.532 6.869
H -4.260 0.892 7.078
H 4.567 -0.231 0.868
C 5.148 -2.566 -4.721
C 2.881 -6.013 -4.055
H -0.081 -1.219 0.172
C -0.750 2.304 5.233
H 0.821 0.141 -2.356
H -3.276 -1.364 7.153
C -8.866 2.960 6.499
C 2.945 -1.573 -6.053
H 5.812 0.278 -3.559
C -0.565 4.134 6.777
H 1.978 0.412 -4.263
C -6.494 -2.208 6.513
*
```

Atom charges from the Löwdin analysis, given in e for atoms 1 to 4: number 1, H, carries 0.1094; number 2, C, carries -0.1591; number 3, C, carries -0.0813; number 4, H, carries 0.1150



Record 2
Molecular formula: C44H49NP2Pt
Method: DFT, ωB97M-V/def2-TZVPD

Calculated values
E_tot (eV): -69716.3151
Expectation value of S²: 6.02
Orbital gap (spin up / spin down) (eV): 6.90 / 4.53

Structure (ORCA input):
```
! RIJCOSX wB97M-V def2-TZVPD def2/J DEFGRID3
* xyz 2 5
C -6.603 2.374 -3.193
C -6.259 4.201 -1.645
H -0.365 -1.762 -3.552
C -4.199 7.061 -3.802
C 1.006 1.668 -1.819
H -9.963 7.279 -2.994
C 0.507 -1.589 1.301
H -1.492 2.131 -4.193
C -6.513 8.975 -2.357
H 1.814 0.105 0.983
C -8.997 7.759 -2.817
H -5.544 9.451 -2.176
C -6.600 7.570 -2.424
C 1.510 0.363 -1.619
P -5.006 6.600 -2.262
C -1.743 11.527 -2.626
C -7.658 9.759 -2.536
C -1.603 -3.298 0.618
H 2.400 7.182 -1.492
H -2.317 11.740 0.742
H 1.298 -1.733 -1.883
H 0.066 3.668 -0.573
C -1.333 -0.276 -2.415
H 2.399 0.264 -0.986
H -1.490 12.152 -3.483
H -1.816 9.711 -3.790
H -1.767 13.180 -1.224
C 0.132 4.707 -0.908
H -7.938 5.889 -2.707
C -0.970 6.752 -1.537
C -2.884 7.370 -3.593
P -2.572 7.545 -1.836
C 3.304 -2.422 0.691
H -4.758 4.843 -4.652
H -0.357 1.493 2.085
H 3.361 -1.915 -0.292
H -2.013 4.891 -1.134
H -4.760 7.070 -4.746
C 1.435 6.687 -1.393
C -2.208 11.297 -0.250
H 4.304 -2.801 0.948
C -5.323 4.308 -3.886
H -1.550 3.136 -2.770
C -2.386 9.923 -0.419
H -9.794 9.768 -2.886
C -0.581 -3.764 1.442
H -2.639 9.285 0.431
H 2.281 4.774 -0.833
H -5.709 2.616 -5.151
C -1.810 1.056 -2.363
C -1.163 1.627 1.346
C 1.372 5.339 -1.031
C 3.910 -1.225 2.721
C -7.851 6.974 -2.650
H -1.371 2.689 1.215
C -1.176 2.171 -3.141
C 1.705 -0.755 1.671
H -2.064 1.106 1.723
C 0.438 -2.889 1.839
C -8.902 9.154 -2.759
H 0.304 8.488 -1.823
H -7.579 10.848 -2.503
C -1.040 5.390 -1.194
H 3.791 -0.197 3.098
C -0.535 -1.124 0.482
H 1.988 -0.892 -3.261
C -1.893 12.104 -1.356
H 2.626 -3.281 0.596
H 4.905 -1.336 2.259
H -2.085 -1.046 -2.224
N 2.913 -1.538 1.744
H -7.033 1.400 -3.421
Pt -0.644 0.826 -0.402
H 0.739 1.607 -3.952
H 1.566 2.457 -1.299
H 3.876 -1.923 3.574
H -2.869 1.197 -2.116
C -1.921 10.153 -2.796
H -0.573 -4.795 1.811
C -0.147 -0.741 -3.198
H 0.692 3.194 -3.257
C -5.549 4.900 -2.641
C -2.244 9.344 -1.696
C -1.595 -1.960 0.186
C 0.264 7.415 -1.609
H -0.037 -0.125 -4.099
H -2.433 -3.942 0.319
H -7.368 2.421 -1.164
C 0.354 2.165 -3.096
H -2.094 7.536 -4.334
C -6.792 2.946 -1.929
H 1.213 -3.196 2.552
C -5.862 3.054 -4.167
H 1.565 -0.316 2.673
C 1.218 -0.805 -2.474
H -6.411 4.665 -0.670
H -2.413 -1.546 -0.399
*
```

Atom charges from the Löwdin analysis, given in e for atoms 1 to 4: number 1, C, carries -0.0580; number 2, C, carries -0.1070; number 3, H, carries 0.1284; number 4, C, carries -0.2945



Record 3
Molecular formula: C44H51CaNP2Si
Method: DFT, ωB97M-V/def2-TZVPD

Calculated values
E_tot (eV): -92834.9069
Orbital gap (eV): 4.91

Structure (ORCA input):
```
! RIJCOSX wB97M-V def2-TZVPD def2/J DEFGRID3
* xyz 0 1
C -0.962 5.653 2.666
H 3.847 4.277 -1.303
H -1.815 5.272 3.247
H 6.936 3.010 1.401
H 3.790 2.300 -2.584
C -3.151 -5.140 2.933
H 0.215 -0.374 -0.810
C -0.809 -2.965 -0.973
H -1.793 6.049 0.368
C -1.150 -3.609 0.153
H -1.205 2.620 -2.263
Si -0.067 4.223 1.767
H 4.351 -0.233 2.023
H -2.868 -4.508 3.782
C 0.522 -0.280 -4.683
C -1.413 5.603 -0.542
H -0.112 6.639 -3.524
C 4.330 2.265 -1.620
C -3.838 -6.799 0.805
C 1.287 0.585 -3.890
H 3.095 0.476 -0.135
H 0.403 1.977 2.560
Ca -1.985 0.576 0.050
P -2.007 -1.895 -1.809
H -4.151 -8.347 2.289
C -3.528 -6.465 3.171
H 6.638 1.972 0.001
H -1.482 -6.329 -4.266
C -1.115 3.684 -2.062
H -0.671 -4.557 0.483
H -3.956 1.399 2.025
C -1.812 -1.964 3.766
H 2.088 1.174 -4.341
H -3.556 -6.847 4.197
H -5.213 -4.261 -4.846
H 0.171 -3.101 -1.477
C -1.260 4.173 -0.704
N -0.977 3.392 0.365
C 1.051 0.674 -2.518
C -4.218 -4.308 -4.396
H 4.863 4.369 0.984
C 1.525 4.951 1.093
H 6.088 4.448 -0.292
H -2.817 -1.538 3.679
H -0.270 6.113 3.394
H 1.613 1.378 -1.901
C 0.015 -3.229 2.782
C -0.635 4.569 -3.015
H -0.911 7.531 -1.309
H -1.487 -1.214 5.742
C -3.755 -3.254 -3.604
H -2.605 1.196 3.113
C 0.361 2.948 3.038
C 0.770 -3.025 3.939
C -2.130 -5.467 -4.081
H -3.782 -6.264 -5.230
H 1.774 -3.437 3.992
H 1.435 5.395 0.090
H 4.216 -0.886 -0.147
H -0.363 2.879 3.849
H 0.466 -3.789 1.957
C -1.056 -1.777 4.914
H -2.902 2.692 2.295
C -1.668 -4.398 -3.303
H -4.392 -2.385 -3.427
C -0.522 5.959 -2.774
C -3.414 -5.433 -4.625
C -2.864 1.600 2.129
H -0.659 -4.462 -2.898
P -2.396 -2.894 1.220
C 6.149 2.554 0.787
C -3.455 -5.474 0.569
H 0.721 -0.370 -5.748
C -1.276 -2.712 2.700
C 0.128 -0.167 -1.903
C 4.155 0.212 -0.085
C -0.509 -1.034 -4.114
C -3.862 -7.306 2.111
C -2.477 -3.280 -3.021
H 2.337 4.205 1.038
C -3.077 -4.625 1.632
C 4.399 3.396 -0.917
H -1.141 -1.689 -4.732
H 0.824 -2.152 5.920
H 1.878 5.748 1.757
C 0.237 -2.302 5.012
C -0.700 -0.960 -2.738
H 5.520 1.779 2.743
C 4.846 0.895 -1.302
H 4.628 0.241 -2.164
H -0.283 4.129 -3.957
H 5.936 0.876 -1.179
C 5.354 3.770 0.175
C 4.643 0.550 1.301
H -4.110 -7.447 -0.026
H 1.351 3.127 3.480
H -3.407 -5.111 -0.458
C -0.961 6.455 -1.528
H -1.328 6.499 2.059
C 5.373 1.605 1.673
*
```

Atom charges from the Löwdin analysis, given in e for atoms 1 to 4: number 1, C, carries -0.1945; number 2, H, carries 0.1122; number 3, H, carries 0.0231; number 4, H, carries 0.1038



Record 4
Molecular formula: C44H51N3OP2SeSiTi
Method: DFT, ωB97M-V/def2-TZVPD

Calculated values
E_tot (eV): -167890.2138
Expectation value of S²: 0.76
Orbital gap (spin up / spin down) (eV): 7.65 / 7.81

Structure (ORCA input):
```
! RIJCOSX wB97M-V def2-TZVPD def2/J DEFGRID3
* xyz 1 2
C 2.242 -2.345 1.674
H -5.309 -3.739 0.258
C -4.945 -0.535 -0.115
C 1.096 0.382 -2.910
C -0.178 -1.129 5.697
C -1.176 -3.157 -1.356
H 2.456 3.142 -2.516
C 6.641 -0.949 2.392
O 0.712 0.307 -1.711
C -1.261 2.620 2.054
C 0.135 1.454 4.730
Ti -0.375 -0.433 -0.199
H -0.491 -0.208 7.608
C 0.050 2.273 1.714
H 2.833 -1.568 -1.565
H -5.057 -0.720 3.125
H 1.000 2.572 -1.674
H -2.745 0.421 -0.506
H 4.568 -1.361 2.725
P 3.102 0.193 0.625
H -2.095 -0.468 -5.220
H -2.030 3.737 -4.477
C 7.149 0.537 0.567
H 2.556 0.851 -5.105
H -4.525 -0.580 -1.123
C 4.855 -0.013 1.071
H 0.823 4.987 -0.173
H 0.633 -0.706 -4.702
C 2.314 -3.522 -0.842
H -5.999 -0.815 -0.201
H -0.647 -3.506 -0.474
C 7.571 -0.268 1.612
H -0.212 2.091 6.745
C -2.092 0.352 -4.514
H -1.532 -5.159 -2.052
N 2.373 0.690 2.133
C -2.035 2.717 -4.116
H -4.928 0.497 0.245
H -2.091 1.824 -6.069
C -0.283 -0.045 6.559
H 8.627 -0.369 1.824
C -0.129 1.245 6.075
H 6.974 -1.578 3.207
H 0.119 -1.768 3.676
H -3.853 -3.457 -0.703
H 2.184 -1.118 -3.970
H 2.721 2.617 2.978
N 1.473 1.535 -3.424
C 2.008 -4.286 0.273
H 2.340 -3.978 -1.823
H 1.808 2.873 0.631
H 1.015 1.657 -5.480
H 0.257 2.464 4.359
P 0.687 0.607 2.121
H 1.796 -5.341 0.164
C -2.628 -2.327 -3.539
Se -1.990 -1.187 1.679
C -2.036 1.158 -2.278
C -1.688 -4.103 -2.233
H -1.990 3.279 -2.043
H -2.828 4.067 1.866
C -5.074 -1.713 2.672
C 5.791 0.667 0.300
C 2.576 -2.165 -0.699
H -6.116 -1.995 2.503
H -1.503 5.579 0.418
C 1.884 1.657 -4.821
H 1.718 -4.290 2.400
C 1.146 -0.857 -3.753
C -2.447 -3.681 -3.316
C 2.558 -1.563 0.560
C 0.233 4.318 0.441
C -1.333 -1.784 -1.556
C 0.244 0.371 3.860
C -2.079 0.060 -3.146
H 7.873 1.066 -0.038
H -1.947 1.844 -0.363
H -3.238 -2.011 -4.377
C 5.290 -0.825 2.120
H 2.235 -1.888 2.656
H -2.904 -4.402 -3.982
C -1.816 3.803 1.586
C 0.792 3.132 0.905
C -1.071 4.652 0.774
C -2.074 1.650 -5.001
H -1.845 1.957 2.682
C 0.082 -0.924 4.352
H 2.888 1.253 4.096
H 0.670 -1.669 -3.209
C -2.016 2.460 -2.754
C 1.963 -3.694 1.530
H 4.136 1.560 2.885
H 5.454 1.301 -0.512
H -3.724 -4.193 0.901
Si -4.128 -1.754 1.062
H 0.843 3.509 -3.173
H 2.413 2.599 -4.938
H -0.313 -2.135 6.071
C -2.037 -1.370 -2.704
N -1.953 0.955 -0.859
C 3.064 1.583 3.072
C -4.256 -3.449 0.308
H -4.644 -2.415 3.389
C 1.440 2.766 -2.645
*
```

Atom charges from the Löwdin analysis, given in e for atoms 1 to 4: number 1, C, carries -0.1152; number 2, H, carries 0.0413; number 3, C, carries -0.2082; number 4, C, carries -0.4275



- What is the E_tot in the second record?
  -69716.3151 eV